Entry 1:
C18H14F6N6O5S3V | wB97M-V/def2-TZVPD

The geometry in XYZ format:
```
53
C18H14F6N6O5S3V | the OMol25 dataset | wB97M-V/def2-TZVPD
V 0.194 0.347 0.305
O -2.034 3.442 1.661
C -1.360 2.683 0.996
N -0.744 1.578 1.439
C -1.105 1.258 2.815
C -1.175 -0.228 2.897
C -1.498 -0.885 4.096
C -1.412 -2.276 4.141
C -1.059 -2.992 2.994
C -0.804 -2.282 1.856
N -0.849 -0.920 1.783
C -1.315 2.836 -0.450
C -1.691 4.015 -1.104
C -1.657 3.957 -2.501
C -1.305 2.765 -3.165
C -0.909 1.673 -2.405
N -0.918 1.721 -1.067
H -0.340 1.650 3.474
H -2.033 1.761 3.071
H -1.777 -0.315 4.960
H -1.616 -2.828 5.047
H -0.926 -4.064 3.018
H -0.542 -2.792 0.953
H -1.980 4.897 -0.563
H -1.914 4.837 -3.084
H -1.311 2.708 -4.257
H -0.587 0.742 -2.853
F 4.430 -1.112 2.661
C 3.896 -0.049 3.207
F 3.115 -0.335 4.221
F 4.848 0.763 3.649
S 2.851 0.816 1.945
O 1.705 -0.138 1.746
O 2.504 2.120 2.424
N 3.801 0.821 0.694
S 3.282 1.313 -0.713
O 1.803 1.064 -0.817
O 3.754 2.594 -1.130
C 3.959 0.093 -1.944
F 5.203 0.381 -2.216
F 3.916 -1.139 -1.477
F 3.187 0.173 -3.014
S 0.595 -1.750 -1.287
C -0.864 -2.182 -2.121
N -0.644 -3.088 -3.132
C -1.632 -3.566 -3.908
C -2.924 -3.125 -3.690
C -3.088 -2.210 -2.642
N -2.107 -1.744 -1.857
H 0.305 -3.350 -3.284
H -1.374 -4.305 -4.656
H -3.758 -3.476 -4.265
H -4.094 -1.857 -2.452
```

Results
Net charge: +1
Multiplicity: 3
ΔE to the lowest compared entry with this formula, charge and spin: 0.00 kcal per mole
Calculated total energy: -4136.71485 hartree
Frontier orbital gap (spin up / spin down): 8.185 / 8.303 eV
F_max: 1.693 eV Å⁻¹
Expectation value of S²: 2.02
HOMO (spin up / spin down): -12.13 / -12.25 eV
Lowest unoccupied orbital energy (spin up / spin down): -3.9 / -3.9 eV

Here are the Löwdin charges for atoms 1 to 5, given in e:
1. V 0.90
2. O 0.11
3. C -0.48
4. N -0.08
5. C -0.11

***

Entry 2:
C46H36N6O3PPbSe | wB97M-V/def2-TZVPD

The geometry in XYZ format:
```
94
C46H36N6O3PPbSe | the OMol25 dataset | wB97M-V/def2-TZVPD
Pb -0.927 1.549 -0.146
Se 5.986 4.653 2.635
N 4.930 5.056 1.303
C 3.871 4.268 1.318
C 2.803 4.309 0.366
C 2.773 5.251 -0.672
C 1.713 5.245 -1.549
C 0.712 4.290 -1.373
N 0.734 3.384 -0.409
C 1.753 3.370 0.475
C 1.770 2.360 1.518
N 0.782 1.435 1.567
C 0.798 0.510 2.521
C 1.788 0.435 3.494
C 2.812 1.357 3.470
C 2.817 2.337 2.471
C 3.866 3.308 2.374
N 4.920 3.378 3.169
H 3.595 5.945 -0.755
H 1.647 5.952 -2.359
H -0.133 4.248 -2.045
H -0.027 -0.185 2.514
H 1.739 -0.330 4.250
H 3.612 1.355 4.191
O -1.749 3.569 2.061
N -2.457 2.479 1.534
C -3.709 2.559 1.801
C -4.808 1.707 1.420
C -6.070 2.177 1.829
C -7.240 1.492 1.563
C -7.180 0.282 0.891
C -5.952 -0.214 0.491
C -4.766 0.473 0.735
P -3.260 -0.264 -0.007
C -3.409 -2.024 0.375
C -4.055 -2.552 1.474
C -4.037 -3.922 1.729
C -3.260 -4.806 0.958
C -2.471 -4.341 -0.050
C -2.642 -2.944 -0.530
C -3.690 -0.109 -1.794
C -3.233 1.014 -2.476
C -3.546 1.214 -3.807
C -4.351 0.302 -4.469
C -4.833 -0.805 -3.790
C -4.502 -1.019 -2.463
H -0.882 3.256 2.348
H -3.999 3.405 2.427
H -6.128 3.111 2.364
H -8.187 1.899 1.878
H -8.077 -0.276 0.680
H -5.916 -1.163 -0.025
H -4.591 -1.892 2.141
H -4.596 -4.308 2.564
H -3.245 -5.855 1.216
H -1.828 -5.000 -0.613
H -3.305 -3.098 -1.416
H -2.634 1.767 -1.965
H -3.170 2.081 -4.327
H -4.613 0.463 -5.503
H -5.480 -1.505 -4.294
H -4.903 -1.891 -1.966
C 6.940 -2.005 -2.422
C 5.882 -1.107 -1.883
C 6.168 0.245 -1.708
C 5.213 1.134 -1.237
C 3.959 0.664 -0.918
C 3.664 -0.698 -1.044
N 2.346 -1.061 -0.716
C 1.921 -2.030 0.112
C 2.838 -2.684 0.959
C 2.441 -3.681 1.808
C 1.094 -4.060 1.875
C 0.174 -3.441 1.071
C 0.536 -2.415 0.175
C -0.410 -1.733 -0.659
O -1.579 -2.220 -1.133
O -0.164 -0.602 -1.135
C 4.607 -1.598 -1.556
C 4.264 -3.030 -1.820
H 7.859 -1.447 -2.569
H 6.645 -2.434 -3.381
H 7.133 -2.834 -1.740
H 7.146 0.612 -1.972
H 5.444 2.180 -1.124
H 3.191 1.322 -0.538
H 1.615 -0.527 -1.177
H 3.862 -2.348 0.940
H 3.165 -4.167 2.444
H 0.787 -4.831 2.564
H -0.863 -3.728 1.158
H 4.718 -3.682 -1.073
H 4.657 -3.336 -2.787
H 3.189 -3.200 -1.822
```

Results
Net charge: +3
Multiplicity: 1
ΔE to the lowest compared entry with this formula, charge and spin: 68.16 kcal per mole
Calculated total energy: -5263.46254 hartree
Frontier orbital gap: 4.030 eV
F_max: 1.475 eV Å⁻¹
HOMO: -14.46 eV
Lowest unoccupied orbital energy: -10.4 eV

Here are the Löwdin charges for atoms 1 to 5, given in e:
1. Pb 1.50
2. Se 1.27
3. N -0.22
4. C -0.33
5. C -0.07

***

Entry 3:
C19H38O2 | wB97M-V/def2-TZVPD

The geometry in XYZ format:
```
59
C19H38O2 | the OMol25 dataset | wB97M-V/def2-TZVPD
C 2.908 6.355 -1.805
C 3.628 6.587 -3.128
C 3.068 5.764 -4.290
C 3.233 4.246 -4.123
C 1.967 3.550 -3.626
C 2.177 2.048 -3.444
C 0.907 1.346 -2.971
C 1.117 -0.157 -2.800
C -0.170 -0.920 -2.484
C -0.842 -0.537 -1.164
C 0.007 -0.851 0.065
C -0.752 -0.578 1.362
C 0.063 -0.987 2.587
C -0.599 -0.625 3.917
C -1.987 -1.253 4.102
C -1.913 -2.748 3.887
O -1.366 -3.527 4.624
O -2.514 -3.090 2.747
C -2.471 -4.468 2.344
C -3.654 -5.217 2.947
C -2.489 -4.486 0.822
H 3.056 5.337 -1.455
H 1.840 6.534 -1.916
H 3.291 7.033 -1.045
H 4.689 6.356 -3.005
H 3.551 7.645 -3.390
H 2.010 6.001 -4.421
H 3.586 6.082 -5.198
H 3.506 3.804 -5.084
H 4.054 4.043 -3.432
H 1.164 3.713 -4.349
H 1.649 3.985 -2.678
H 2.975 1.879 -2.717
H 2.501 1.611 -4.393
H 0.592 1.786 -2.024
H 0.109 1.516 -3.699
H 1.855 -0.334 -2.016
H 1.530 -0.560 -3.729
H 0.057 -1.989 -2.463
H -0.882 -0.752 -3.296
H -1.093 0.525 -1.172
H -1.782 -1.090 -1.089
H 0.918 -0.249 0.051
H 0.305 -1.902 0.037
H -0.992 0.487 1.423
H -1.689 -1.135 1.345
H 1.040 -0.498 2.546
H 0.239 -2.065 2.556
H 0.046 -0.968 4.729
H -0.696 0.460 3.995
H -2.701 -0.828 3.399
H -2.328 -1.067 5.122
H -1.535 -4.898 2.725
H -3.631 -6.257 2.634
H -3.603 -5.177 4.032
H -4.588 -4.766 2.619
H -1.652 -3.915 0.428
H -3.413 -4.043 0.458
H -2.419 -5.508 0.463
```

Results
Multiplicity: 1
ΔE to the lowest compared entry with this formula, charge and spin: 7.83 kcal per mole
Structure (SMILES): CCCCCCCCCCCCCCCC(=O)OC(C)C
Calculated total energy: -897.26919 hartree
Frontier orbital gap: 11.162 eV
F_max: 0.626 eV Å⁻¹
HOMO: -10.22 eV
Lowest unoccupied orbital energy: 0.9 eV

Here are the Löwdin charges for atoms 1 to 5, given in e:
1. C -0.12
2. C -0.27
3. C -0.22
4. C -0.22
5. C -0.23

***

Entry 4:
C19H19F2 | wB97M-V/def2-TZVPD

The geometry in XYZ format:
```
40
C19H19F2 | the OMol25 dataset | wB97M-V/def2-TZVPD
C 0.863 -3.018 -1.311
C -0.241 -1.999 -1.213
C 0.126 -0.683 -1.131
C -1.621 -2.466 -1.236
C -2.716 -1.667 -1.253
C -4.093 -2.254 -1.359
H 0.478 -4.039 -1.346
H 1.456 -2.843 -2.216
H 1.536 -2.902 -0.454
H -0.659 0.069 -1.006
H 1.121 -0.397 -1.517
H -1.792 -3.549 -1.288
H -2.624 -0.575 -1.220
H -4.861 -1.482 -1.379
H -4.201 -2.877 -2.255
H -4.288 -2.909 -0.503
F 0.163 4.959 -1.296
C 1.132 4.016 -1.028
C 2.371 4.169 -1.652
C 3.326 3.157 -1.433
C 3.034 2.065 -0.638
C 1.741 1.876 -0.061
C 1.457 0.610 0.532
C 0.602 0.345 1.638
C 0.914 -0.791 2.443
C 0.015 -1.293 3.365
C -1.219 -0.659 3.583
C -1.497 0.481 2.836
F -2.751 1.042 2.953
C -0.610 1.024 1.919
C 0.810 2.933 -0.231
H 2.560 4.978 -2.347
H 4.307 3.262 -1.904
H 3.814 1.316 -0.481
H 2.281 -0.102 0.445
H 1.868 -1.306 2.301
H 0.260 -2.188 3.943
H -1.961 -1.096 4.237
H -0.907 1.915 1.373
H -0.193 2.880 0.187
```

Results
Net charge: +1
Multiplicity: 1
ΔE to the lowest compared entry with this formula, charge and spin: 26.18 kcal per mole
Calculated total energy: -934.78229 hartree
Frontier orbital gap: 5.548 eV
F_max: 1.783 eV Å⁻¹
HOMO: -11.50 eV
Lowest unoccupied orbital energy: -5.9 eV

Here are the Löwdin charges for atoms 1 to 5, given in e:
1. C -0.04
2. C -0.30
3. C 0.02
4. C -0.07
5. C -0.10